Below is C4H7NO4 in the gas phase at a distorted geometry, with properties calculated with ωB97M-V with the def2-TZVPD basis set.

Cartesian coordinates (Å):
C -0.55449 -0.91175 0.90370
C -1.07714 -1.57673 -0.53431
C 1.12786 0.47137 0.06952
C 1.27705 1.93124 -0.17730
N 2.14800 -0.59710 -0.02521
O 3.15781 -0.50669 -0.70704
O 1.93501 -1.54317 0.68388
O 0.06597 0.26746 0.74997
O -0.08084 -1.52160 -1.35189
H -1.43978 -0.64348 1.62078
H -0.03800 -1.67887 1.30570
H -1.42243 -2.71702 -0.27575
H -2.03648 -1.07789 -0.72680
H 0.38639 2.25121 -0.77559
H 2.10846 2.13670 -0.82411
H 1.39253 2.43311 0.79398

Output
E_HOMO (spin up / spin down)	-7.88 / -10.25	eV
DFT total energy	-13933.3881	eV
2S+1	3

***

Below is C4H7NO4Si in the gas phase at a distorted geometry, with properties calculated with ωB97M-V with the def2-TZVPD basis set.

Cartesian coordinates (Å):
C 1.80988 -0.77950 -1.31489
C 1.24664 -0.17884 -0.32026
C 0.39978 -0.97324 0.60899
C 1.40404 1.29010 -0.05994
N -1.91390 1.26492 0.26321
O 0.72481 -1.96017 1.23637
O -2.23327 2.14461 1.07971
O -1.81069 1.48079 -0.94845
O -2.41400 -1.74969 -0.26322
Si -1.44805 -0.39846 0.93491
H 2.30081 -0.03338 -1.98912
H 1.69819 -1.85446 -1.44441
H 1.30059 1.50353 1.04006
H 2.37121 1.73148 -0.30772
H 0.58329 1.76561 -0.71199
H -2.18883 -2.69143 -0.15717
H -1.83049 -0.56189 2.35393

Output
E_HOMO	-10.07	eV
SMILES string	C=C(C)C(=O)[Si@H](O)[N+](=O)[O-]
DFT total energy	-21814.8313	eV

***

Below is C4H7NOS in the gas phase at a distorted geometry, with properties calculated with ωB97M-V with the def2-TZVPD basis set.

Cartesian coordinates (Å):
C 0.85984 2.29773 1.91592
C -0.21809 1.46142 1.86097
C 0.38994 -0.95639 0.12287
C -0.51654 0.18612 -0.28887
N -1.02961 0.95378 0.89897
O -0.63183 1.42726 3.13278
S 0.61401 2.41137 3.67740
H 1.57298 2.81532 1.29254
H -0.04420 -1.88421 0.53993
H 1.03881 -1.14606 -0.64793
H 1.08830 -0.52219 0.95426
H 0.14726 0.90832 -0.78156
H -1.28295 0.09630 -1.00872
H -1.94941 0.93711 1.10604

Output
E_HOMO	-7.61	eV
DFT total energy	-18631.4237	eV

***

Please write out number 3 again, unchanged.
Below is C4H7NOS in the gas phase at a distorted geometry, with properties calculated with ωB97M-V with the def2-TZVPD basis set.

Cartesian coordinates (Å):
C 0.85984 2.29773 1.91592
C -0.21809 1.46142 1.86097
C 0.38994 -0.95639 0.12287
C -0.51654 0.18612 -0.28887
N -1.02961 0.95378 0.89897
O -0.63183 1.42726 3.13278
S 0.61401 2.41137 3.67740
H 1.57298 2.81532 1.29254
H -0.04420 -1.88421 0.53993
H 1.03881 -1.14606 -0.64793
H 1.08830 -0.52219 0.95426
H 0.14726 0.90832 -0.78156
H -1.28295 0.09630 -1.00872
H -1.94941 0.93711 1.10604

Output
E_HOMO	-7.61	eV
DFT total energy	-18631.4237	eV